No. 1
ORCA calculation (ωB97M-V/def2-TZVPD) on a structure of composition C9H27HfO12P2S.

Properties
gap between HOMO and LUMO = 3.24 eV
lowest unoccupied orbital energy = -14.43 eV
2S+1 = 1
charge = +3

Geometry (Å):
Hf 0.511676 -2.568017 -0.196175
O -0.148906 -0.681437 0.130707
H -0.473515 0.217683 -0.032771
O 2.525966 2.015968 0.425559
S 1.692416 3.141357 0.086891
O 1.282181 4.007632 1.135663
O 2.319798 3.965359 -1.114010
C 3.442738 4.793777 -0.682375
C 4.788117 4.130075 -0.861746
C 0.267140 2.529996 -0.779645
H 3.286535 5.269088 0.287592
H 3.430037 5.676039 -1.323965
H 5.631735 4.726770 -0.513508
H 4.970385 4.125368 -1.940939
H 4.898490 3.126338 -0.459334
H -0.247932 3.337989 -1.285591
H -0.268051 1.953395 -0.025835
H 0.638369 1.754714 -1.453966
C 2.128629 -3.447942 4.857424
O 0.789239 -2.993105 4.480197
P 0.532602 -1.877044 3.459446
O 0.588782 -2.314349 1.973895
O -0.908680 -1.478217 3.887153
C -1.831328 -0.704632 3.085498
O 1.458047 -0.697069 3.860234
C 1.952805 0.282391 2.900240
H 2.334471 -4.324799 4.237868
H 2.115663 -3.797817 5.881736
H 2.885382 -2.713652 4.594673
H -1.515104 0.317466 2.886857
H -2.734541 -0.700297 3.688327
H -2.029895 -1.265833 2.170533
H 1.921810 1.257236 3.388532
H 1.436962 0.270820 1.947817
H 3.036107 0.188134 2.798630
C -1.268008 0.288789 -3.719783
O -1.755197 -1.073195 -3.949961
P -2.153645 -1.985352 -2.762773
O -1.017940 -2.266282 -1.774728
O -3.312108 -1.148682 -2.118829
C -4.412931 -1.750374 -1.376708
O -2.784800 -3.261094 -3.355152
C -3.863105 -3.131083 -4.338926
H -0.346927 0.429705 -4.273720
H -1.132002 0.464329 -2.651319
H -2.073416 0.934491 -4.060374
H -4.328719 -1.459100 -0.329133
H -4.340687 -2.836503 -1.372218
H -5.338484 -1.343213 -1.766717
H -4.597019 -3.865015 -4.006064
H -3.510127 -3.294685 -5.348828
H -4.473014 -2.226146 -4.290356

Forces on the atoms, in the same order (eV/Å):
-5.10 7.73 2.50
2.45 -4.37 -0.71
0.00 -0.11 -0.43
-0.20 -0.38 -0.08
0.31 0.59 -0.65
-0.20 -0.03 0.18
-0.23 -0.59 1.04
1.12 1.70 0.01
0.32 -0.08 -1.01
0.89 -0.93 -0.08
-0.35 -0.77 0.30
-0.31 -0.29 -0.33
-0.38 0.24 0.48
0.00 -0.55 0.03
-0.22 0.02 0.10
-0.36 -0.11 0.19
-0.62 0.79 0.32
0.13 0.45 -0.46
0.36 -1.09 -1.02
0.39 -0.06 -0.51
-1.09 0.82 3.57
0.61 -1.62 -3.92
0.31 -0.07 -1.10
-0.57 -0.54 0.26
0.21 -0.61 -1.63
1.24 1.12 0.67
-0.08 -0.01 0.10
-0.11 0.54 0.18
-0.10 0.29 0.58
0.31 -0.07 0.14
-0.07 0.19 -0.13
-0.04 0.20 -0.09
-0.78 -0.03 -0.12
-0.08 -0.03 0.07
-0.15 -0.70 -0.34
-0.58 0.12 0.05
1.16 -0.52 0.63
-2.92 1.36 -1.86
2.85 -1.99 2.21
0.70 -0.43 0.56
0.19 0.05 1.02
1.17 0.30 0.42
-1.76 -0.58 0.07
-0.06 -0.05 -0.08
0.13 -0.02 -0.05
0.24 0.15 -0.14
0.05 0.27 -0.11
-0.29 -0.01 -0.48
-0.01 -0.23 -0.23
0.36 -0.46 -0.44
0.30 -0.15 0.12
0.87 0.54 0.22

For reference, the Löwdin charges in units of e are: 2.299, -0.288, 0.035, -0.299, 0.570, -0.234, -0.231, -0.236, -0.061, -0.114, 0.123, 0.134, 0.096, 0.087, 0.069, 0.097, 0.043, 0.056, 0.006, -0.145, 0.419, -0.383, -0.146, -0.026, -0.136, -0.033, 0.098, 0.116, 0.096, 0.105, 0.115, 0.070, 0.119, 0.042, 0.112, 0.000, -0.156, 0.396, -0.374, -0.187, -0.016, -0.170, -0.005, 0.112, 0.060, 0.119, 0.094, 0.098, 0.116, 0.114, 0.115, 0.107

=====

No. 2
ORCA calculation (ωB97M-V/def2-TZVPD) on a structure of composition C24H15N4PPdS2Se.

Properties
gap between HOMO and LUMO (alpha / beta) = 6.10 / 6.10 eV
lowest unoccupied orbital energy (alpha / beta) = -1.44 / -1.44 eV
relative energy (zero: lowest compared OMol25 entry of this formula, charge and spin) = 0.000 eV
2S+1 = 1
charge = 0

Geometry (Å):
Pd 1.933434 -0.339359 0.721228
S 2.421882 -1.976998 2.200440
C 1.493340 -3.205895 -0.097643
S 1.743875 -1.446246 -2.140360
C 1.133104 -4.274904 -0.920003
C 1.388431 -5.656316 -0.659533
N 1.561233 -6.792865 -0.584707
C 0.431421 -4.045076 -2.137367
N -0.150647 -3.890743 -3.120935
C -3.940497 3.300946 -1.604931
C -3.877155 2.720912 -0.348888
C -2.972894 1.695588 -0.092859
C -2.125626 1.237834 -1.096486
C -2.218402 1.810723 -2.367581
C -3.107483 2.840800 -2.618366
P -0.928156 -0.144702 -0.922583
C -0.989528 -0.506685 0.876781
C -0.687375 0.439197 1.857898
C -0.732239 0.102013 3.200459
C -1.067502 -1.193058 3.577519
C -1.376328 -2.138911 2.612883
C -1.345303 -1.794080 1.266851
C 0.657498 0.848205 -1.053015
C 0.727258 2.223955 -0.756347
C 1.818845 2.986977 -1.122659
C 2.891419 2.406893 -1.795445
C 2.882851 1.053003 -2.062735
C 1.781480 0.270776 -1.692115
H -4.643129 4.100465 -1.800194
H -4.533152 3.063522 0.441229
H -2.940736 1.248995 0.892203
H -1.585610 1.439999 -3.167385
H -3.161998 3.277038 -3.607353
H -0.442416 1.452929 1.567648
H -0.497209 0.841926 3.955513
H -1.084738 -1.465163 4.624803
H -1.630094 -3.150267 2.901712
H -1.570691 -2.537254 0.509978
H -0.122441 2.704532 -0.287356
H 1.826699 4.046360 -0.900214
H 3.736277 3.011656 -2.097648
H 3.716761 0.572868 -2.557427
Se 1.705371 -4.813152 2.304010
C 1.829830 -3.345448 1.342275
N 1.600416 -1.951364 -0.528060
N 3.486874 1.710610 2.458635
C 2.897842 0.962678 1.805720
H 4.065213 2.297088 3.022409

Forces on the atoms, in the same order (eV/Å):
0.74 -0.82 -0.61
-0.04 0.40 -0.09
0.08 0.16 -0.44
0.06 -0.09 -0.27
0.01 -0.16 0.13
-0.06 0.07 0.02
0.03 0.01 -0.01
0.10 -0.01 -0.07
-0.05 0.04 0.05
0.01 0.00 -0.01
0.00 -0.01 0.02
-0.03 -0.01 -0.01
0.05 -0.02 0.03
0.03 -0.01 0.01
-0.02 0.01 0.00
-0.03 0.10 0.01
-0.07 0.13 -0.09
-0.11 0.05 0.08
0.00 -0.07 0.07
0.02 0.03 0.01
0.00 0.00 -0.08
0.05 -0.08 0.01
-0.06 0.08 0.08
0.02 -0.02 -0.04
-0.04 0.05 0.03
0.00 -0.03 -0.01
-0.01 -0.01 0.02
-0.03 0.07 -0.04
0.00 0.00 0.00
0.00 0.00 0.00
0.00 0.01 0.00
0.00 0.01 -0.01
0.00 0.00 0.00
0.03 0.02 0.04
0.00 0.01 -0.01
0.00 0.00 0.00
0.00 0.00 0.00
0.00 0.00 0.00
-0.01 0.00 -0.01
0.01 0.00 -0.01
0.00 0.00 0.00
0.01 0.01 0.00
-0.05 -0.28 0.20
-0.04 -0.12 -0.05
-0.23 0.34 0.90
0.12 -0.04 -0.05
-0.48 0.19 0.19
0.00 0.01 -0.01

For reference, the Löwdin charges in units of e are: 0.636, 0.625, -0.463, 0.966, -0.238, -0.292, 0.145, -0.286, 0.153, -0.088, -0.080, -0.088, -0.391, -0.111, -0.081, 1.120, -0.429, -0.157, -0.088, -0.078, -0.076, -0.103, -0.433, -0.100, -0.075, -0.073, -0.101, -0.584, 0.102, 0.104, 0.096, 0.108, 0.104, 0.091, 0.106, 0.108, 0.110, 0.109, 0.107, 0.109, 0.110, 0.108, 0.789, -1.167, -0.438, 0.197, -0.190, 0.108

=====

No. 3
ORCA calculation (ωB97M-V/def2-TZVPD) on a structure of composition C3H7BO2.

Properties
gap between HOMO and LUMO = 9.63 eV
lowest unoccupied orbital energy = 0.62 eV
relative energy (zero: lowest compared OMol25 entry of this formula, charge and spin) = 1.179 eV
2S+1 = 1
charge = 0

Geometry (Å):
B -1.774199 -0.054177 0.060310
C 0.029753 -1.018954 -0.058196
C 0.771524 0.227155 0.219989
C 0.055208 1.483771 -0.138137
O -1.370846 1.204655 0.062875
O -3.049335 -0.463962 -0.005319
H -0.033372 -1.931759 0.532152
H 0.199738 -1.380282 -1.076757
H 1.007962 0.359275 1.175234
H 1.638098 0.120099 -0.352183
H 0.365001 2.276008 0.419529
H 0.114008 1.620238 -1.176829
H -3.000149 -1.417657 -0.117549

Forces on the atoms, in the same order (eV/Å):
3.77 -1.69 -0.82
-4.94 0.28 -0.81
-0.14 -0.94 -1.89
-2.75 -3.34 -1.42
0.15 1.82 0.57
-0.13 -0.46 0.10
0.63 0.56 0.70
-0.23 0.24 -0.07
1.28 -0.08 4.28
1.92 0.52 -0.69
0.54 2.38 1.44
0.34 0.85 -1.44
-0.45 -0.13 0.06

For reference, the Löwdin charges in units of e are: -0.489, -0.045, -0.259, -0.109, 0.098, 0.191, 0.058, 0.063, 0.074, 0.100, 0.099, 0.115, 0.103

=====

No. 4
ORCA calculation (ωB97M-V/def2-TZVPD) on a cluster of 3 separate species, C31H44F9N5O10PS3 in total.

Properties
gap between HOMO and LUMO = 6.92 eV
lowest unoccupied orbital energy = -4.69 eV
relative energy (zero: lowest compared OMol25 entry of this formula, charge and spin) = 0.000 eV
2S+1 = 1
charge = +1

Geometry (Å):
C -3.797930 0.487705 -2.365773
C -2.763315 0.771440 -2.925272
C -1.404244 1.268381 -3.401449
N -0.606971 1.836651 -2.281518
C -0.475673 3.192180 -2.126927
C -1.168498 4.157141 -3.105567
C -0.631186 4.214084 -4.565948
C -1.578191 4.937206 -5.582750
N 0.457359 3.755944 -5.041209
C 0.290092 3.769675 -1.031734
C 0.487018 5.271092 -0.773241
C 1.850396 5.860465 -1.337803
S 2.242394 5.335528 -3.036035
C 3.770635 4.407981 -3.030764
N 3.994159 3.510685 -3.992301
N 5.236211 3.022673 -3.673477
C 5.692899 3.610701 -2.605695
O 4.774911 4.549855 -2.142003
C 0.873632 2.816391 -0.102220
C 1.699905 3.461349 1.056634
O 2.798089 3.893267 0.812171
O 1.253785 3.496342 2.358444
C 0.569683 4.720170 2.717454
C 1.477125 5.984433 2.776856
C 0.708234 7.238760 3.345492
C 1.466483 7.950873 4.538315
C 1.868427 9.432228 4.171630
C 0.727026 1.373123 -0.266914
C 1.406596 0.447553 0.757873
F 0.928591 -0.834936 0.805904
F 1.251559 0.890319 2.055359
C 2.969008 0.352113 0.522107
F 3.206307 0.585694 -0.826640
F 3.677686 1.308200 1.181580
C 3.642535 -1.027939 0.862218
F 4.993544 -0.824127 0.682127
F 3.324760 -2.029301 0.000355
C 3.484827 -1.534398 2.350437
F 4.638580 -2.214670 2.642928
F 3.390507 -0.560082 3.271244
F 2.499475 -2.458468 2.487496
C -0.020690 0.936222 -1.410054
P -0.255167 -0.936692 -1.816627
N -1.271528 -1.617737 -0.596394
O 1.238561 -1.686423 -1.753207
H -4.810858 0.489122 -1.947238
H -0.848745 0.500820 -3.978733
H -1.657615 2.037832 -4.168342
H -1.282272 5.194639 -2.735872
H -2.222565 3.773562 -3.196070
H -1.453298 6.046323 -5.507249
H -2.627773 4.749597 -5.232056
H -1.442114 4.560544 -6.612600
H 0.982853 3.344814 -4.258428
H 0.512868 5.526312 0.313913
H -0.315796 5.924373 -1.179153
H 2.709354 5.704880 -0.653788
H 1.694320 6.967645 -1.379502
H 6.621835 3.483404 -2.036586
H -0.297153 4.834090 2.010146
H 0.093524 4.580403 3.718046
H 2.372699 5.705845 3.383598
H 1.845834 6.227357 1.749712
H -0.310884 6.936931 3.695440
H 0.600767 7.953096 2.497492
H 2.386649 7.373759 4.796697
H 0.756793 8.000657 5.397013
H 2.741640 9.443171 3.478658
H 1.014094 9.912328 3.644720
H 2.117886 10.027113 5.079767
H -2.074590 -2.055974 -1.041577
H -0.718955 -2.278026 -0.045755
H 1.806418 -1.320820 -2.454755
O 0.625754 -8.588666 1.670532
S -0.230923 -7.491489 2.001512
O -0.917523 -6.738891 0.990781
O 0.568556 -6.473733 2.947632
C 1.824529 -5.960220 2.483292
C 1.639985 -4.891894 1.423558
C -1.411920 -8.027794 3.197151
H 2.458745 -6.772139 2.120339
H 2.322247 -5.526415 3.351074
H 1.216378 -5.313575 0.510665
H 2.594540 -4.433228 1.169838
H 0.953404 -4.119444 1.772238
H -0.894165 -8.563717 3.989211
H -2.114828 -8.688807 2.692198
H -1.935650 -7.158801 3.589780
O -6.988669 -8.483806 0.928100
S -6.464471 -9.598002 0.194847
O -5.613794 -10.567030 0.816669
O -5.746189 -9.052863 -1.130448
C -4.721355 -8.059910 -0.982805
C -3.421623 -8.656109 -0.479270
C -7.792040 -10.442820 -0.602858
H -5.065376 -7.252389 -0.331834
H -4.560995 -7.630102 -1.972047
H -3.528040 -9.024265 0.542039
H -2.627007 -7.908907 -0.486360
H -3.120726 -9.502971 -1.098002
H -8.420007 -9.714779 -1.111175
H -8.362413 -10.960010 0.166856
H -7.378946 -11.162670 -1.306108

Forces on the atoms, in the same order (eV/Å):
-0.15 0.84 -0.35
1.05 0.15 0.58
-2.27 -0.18 -1.44
1.01 0.00 0.93
0.89 2.00 0.80
-0.89 -1.07 -0.51
-0.34 0.65 -1.77
-0.57 -0.16 1.62
-0.79 -0.26 1.44
-0.20 -2.50 0.41
0.66 0.56 -0.30
-0.03 0.63 0.54
0.75 0.07 0.12
-0.68 -0.70 -0.88
-0.09 1.69 2.53
1.60 -0.24 0.72
-1.21 0.10 -0.80
-0.19 -0.56 -0.66
-0.70 0.05 -0.11
1.31 0.30 0.92
-1.02 -0.48 -0.59
-0.56 -0.10 -1.24
-1.02 0.99 0.27
-0.10 -0.38 -0.31
0.55 -0.33 0.09
-0.28 0.65 -0.49
-0.12 -0.55 -0.04
-1.08 2.27 -1.35
0.54 -0.32 1.39
0.12 0.97 -0.64
-0.07 0.10 -1.44
0.95 0.22 -1.21
-0.37 -0.41 1.02
-1.11 -0.81 -0.22
1.35 -0.39 -0.23
-1.27 0.25 0.18
-0.30 1.00 0.87
1.36 -1.77 1.06
-1.05 0.63 -0.35
-0.51 -0.56 -1.08
0.53 1.76 -0.09
1.24 -0.15 2.59
-1.22 -1.07 -2.22
1.96 0.51 -0.44
-0.98 1.25 0.89
1.00 -0.41 -0.36
-0.24 0.41 0.85
0.62 -0.31 0.87
0.35 -0.75 0.05
0.75 0.47 0.08
0.12 -0.87 -0.25
0.69 0.13 -0.60
0.12 0.33 0.69
0.35 -0.08 -0.47
-0.15 -0.58 -0.82
0.34 -0.86 0.15
-0.59 -0.22 -0.49
0.22 -0.87 -0.06
-0.63 0.02 -0.50
0.65 0.13 0.56
0.64 -0.29 -0.74
-0.68 0.34 -0.39
-0.08 -0.23 0.78
0.73 0.24 -0.39
-0.18 -0.39 0.69
-0.85 0.41 0.07
0.79 -0.20 -0.42
-0.58 0.02 0.49
0.55 -0.15 0.44
-0.14 -0.45 -0.69
0.35 -0.04 0.04
-0.56 0.10 0.25
-0.19 -0.29 0.14
0.01 0.29 -0.37
-0.24 0.01 0.83
0.27 -0.15 -0.16
-0.31 -0.26 0.01
0.59 0.36 -0.34
-0.26 -0.20 -0.41
0.00 0.07 0.11
-0.17 -0.09 0.01
-0.25 -0.16 0.15
0.04 -0.04 0.04
0.00 -0.09 0.07
0.06 -0.03 0.06
0.02 0.03 -0.05
0.08 0.03 -0.08
0.03 -0.02 -0.04
0.30 -0.08 0.15
-0.16 -0.17 -0.67
-0.07 0.27 0.22
-0.43 -0.18 0.11
0.71 0.38 0.18
0.04 -0.14 0.17
-0.02 0.02 -0.13
-0.15 -0.14 0.03
-0.28 -0.19 -0.06
-0.02 0.02 -0.04
-0.06 0.02 -0.05
-0.01 0.07 -0.03
0.05 0.00 0.02
0.09 0.06 0.06
0.03 0.04 0.04

Results of the Löwdin charge analysis, in e, for atoms 1 through 99: 0.129, -0.104, -0.171, 0.012, -0.073, -0.067, -0.433, -0.032, 0.142, -0.042, -0.154, -0.418, 1.019, -0.630, 0.038, 0.028, -0.126, 0.029, 0.093, -0.411, 0.169, -0.014, -0.167, -0.167, -0.190, -0.237, -0.119, 0.020, -0.325, 0.093, 0.133, -0.282, 0.111, 0.155, -0.289, 0.136, 0.142, -0.460, 0.144, 0.184, 0.136, -0.145, 0.933, -0.136, -0.278, 0.062, 0.112, 0.117, 0.125, 0.133, 0.092, 0.079, 0.088, 0.011, 0.089, 0.117, 0.077, 0.092, 0.144, 0.127, 0.144, 0.127, 0.095, 0.111, 0.102, 0.101, 0.103, 0.074, 0.069, 0.074, 0.043, 0.041, 0.073, -0.264, 0.583, -0.294, -0.259, -0.245, -0.086, -0.111, 0.121, 0.125, 0.075, 0.068, 0.073, 0.079, 0.069, 0.078, -0.279, 0.581, -0.276, -0.264, -0.257, -0.069, -0.121, 0.115, 0.121, 0.061, 0.062

=====

Number 1: strongest force on any atom 9.59 eV Å⁻¹, E -65034.274 eV. Number 2: strongest force on any atom 1.26 eV Å⁻¹, E -130874.350 eV. Number 3: strongest force on any atom 5.01 eV Å⁻¹, E -7996.418 eV. Number 4: strongest force on any atom 3.05 eV Å⁻¹, E -127025.507 eV.